# 1
{"formula": "C3H4N2OS2", "method": "wB97M-V/def2-TZVPD", "e_above_lowest_kj_mol": 43.9, "homo_lumo_gap_ev": 9.897, "e_tot_ev": -29873.68830, "total_charge": 0, "elements": ["S", "S", "O", "N", "N", "C", "C", "C", "H", "H", "H", "H"], "positions_angstrom": [[3.05283, -0.87694, -0.21546], [-0.11945, -1.51064, -0.06767], [-2.79424, -1.43239, -0.10102], [-0.26244, 1.13324, -0.09299], [1.89065, 0.32454, 0.01246], [-1.78334, -0.80586, -0.09147], [-1.64281, 0.71369, -0.12073], [0.53022, 0.14510, -0.07090], [-2.20435, 1.11836, 0.75774], [2.17749, 1.28195, -0.04885], [3.29744, -1.17984, 1.09179], [-2.14199, 1.08878, -1.05291]], "atomic_forces_ev_per_a": [[-0.1, 0.0, 0.4], [0.0, 0.0, 0.0], [-0.1, -0.2, 0.0], [-0.3, -0.2, 0.0], [0.0, -0.4, -0.1], [0.4, 0.4, -0.1], [-0.6, 0.7, -0.1], [0.1, -0.1, 0.2], [0.3, -0.2, -0.7], [0.1, 0.3, 0.0], [-0.1, 0.1, -0.4], [0.3, -0.3, 0.8]]}

***

# 2
{"formula": "C3H5FO", "method": "wB97M-V/def2-TZVPD", "e_above_lowest_kj_mol": 93.7, "homo_lumo_gap_ev": 10.525, "e_tot_ev": -7955.53820, "total_charge": 0, "elements": ["F", "O", "C", "C", "C", "H", "H", "H", "H", "H"], "positions_angstrom": [[-0.71637, -1.39164, -0.90997], [-1.27967, 1.37903, 0.37852], [1.39007, -0.49595, -0.74942], [-0.45383, 0.31593, 0.68870], [0.08728, -0.44716, -0.46834], [0.33839, 0.76922, 1.32108], [-1.06742, -0.38976, 1.31548], [1.84383, -0.99594, -1.64038], [2.07153, 0.08876, -0.11258], [-2.21382, 1.16751, 0.17691]], "atomic_forces_ev_per_a": [[-1.4, -0.4, -1.2], [-1.5, 1.7, -0.9], [0.6, 0.6, -0.8], [-0.9, -0.9, 1.6], [2.6, -0.3, 1.5], [-0.2, -0.6, -0.6], [0.9, 0.2, -0.3], [-0.7, 0.0, 1.2], [-0.5, 0.0, -0.7], [1.0, -0.3, 0.2]]}

***

# 3
{"formula": "C5H6O2", "method": "wB97M-V/def2-TZVPD", "e_above_lowest_kj_mol": 171.7, "homo_lumo_gap_ev": 10.532, "e_tot_ev": -9375.31570, "total_charge": 0, "elements": ["O", "O", "C", "C", "C", "C", "C", "H", "H", "H", "H", "H", "H"], "positions_angstrom": [[-1.23270, 2.24187, 0.12491], [2.09369, -1.21817, -0.27279], [0.22053, 0.25983, 0.06093], [-0.43325, -0.38838, 1.24742], [-0.36359, 1.59902, -0.42474], [-0.67866, -1.00860, -0.06158], [1.47832, -0.20869, -0.55215], [0.05664, 1.96393, -1.37976], [-1.29497, 0.11966, 1.65948], [-0.20593, -1.98381, -0.21005], [0.24584, -0.89897, 1.91966], [1.68758, 0.34539, -1.48542], [-1.57352, -0.82309, -0.62590]], "atomic_forces_ev_per_a": [[0.8, -0.9, -0.2], [-0.2, 1.0, 0.2], [-0.6, 0.6, -0.2], [0.0, -0.1, 0.1], [-0.2, -0.5, 0.3], [-0.4, -0.4, -0.1], [0.3, -0.6, -0.2], [0.2, 0.0, 0.0], [0.4, 0.4, 0.2], [0.1, 0.7, -0.4], [-0.2, -0.1, 0.0], [0.4, 0.2, 0.0], [-0.5, -0.1, 0.3]]}

***

# 4
{"formula": "HNO2PS", "method": "wB97M-V/def2-TZVPD", "e_above_lowest_kj_mol": 266.1, "homo_lumo_gap_ev": [6.900, 6.901], "e_tot_ev": -25723.98326, "total_charge": -1, "elements": ["S", "P", "O", "O", "N", "H"], "positions_angstrom": [[1.29493, 0.02014, -0.27748], [-0.87419, 0.69122, 0.49467], [1.64393, -0.91137, 0.77545], [0.92587, -0.70456, -1.52198], [-1.75474, 1.70139, -0.01662], [-1.23580, -0.79683, 0.54596]], "atomic_forces_ev_per_a": [[0.7, 0.2, -1.8], [3.4, -4.8, 1.1], [0.1, -0.7, 1.2], [-0.3, 0.7, 0.8], [-3.7, 3.9, -1.6], [-0.3, 0.5, 0.2]]}

***

# 5
{"formula": "C7H17BrN2", "method": "wB97M-V/def2-TZVPD", "e_above_lowest_kj_mol": 0.0, "homo_lumo_gap_ev": 9.933, "e_tot_ev": -80538.92206, "total_charge": 2, "elements": ["Br", "N", "N", "C", "C", "C", "C", "C", "C", "C", "H", "H", "H", "H", "H", "H", "H", "H", "H", "H", "H", "H", "H", "H", "H", "H", "H"], "positions_angstrom": [[-2.79725, -1.29191, -0.18477], [-1.37346, -0.87489, -2.56946], [1.31204, -0.08938, 3.98789], [-0.64239, 1.59557, -1.68232], [-0.11033, 0.75462, 0.57363], [-1.07742, -0.85128, -1.09019], [-0.16704, -1.16902, -3.36915], [0.69086, 0.77067, 2.96196], [-0.61037, 0.46340, -0.65024], [0.28959, -0.10746, 1.70838], [0.96736, -0.72970, 1.26604], [-0.07374, 2.55114, -1.32966], [0.03083, 1.23248, -2.37234], [-1.93592, -1.70244, -2.59561], [-1.65366, 1.88005, -2.01732], [-0.44299, -1.61155, -0.67664], [0.34952, 1.84298, 0.58605], [0.39622, -0.60731, 4.24716], [-0.23939, -0.35655, -4.04459], [0.62712, -1.24557, -2.70680], [2.05165, -0.72285, 3.76101], [1.66716, 0.50606, 4.77252], [-1.83080, 0.10025, -2.79394], [-0.29369, -2.13706, -3.93043], [1.25478, 1.59098, 2.56077], [-0.50826, -0.70743, 2.11155], [-0.19364, 1.12340, 3.43012]], "atomic_forces_ev_per_a": [[0.2, 0.1, -0.3], [-0.2, 0.6, 2.2], [-2.3, 0.6, 1.9], [0.2, 1.6, 2.6], [0.8, 2.6, -1.7], [-1.7, 0.6, 1.2], [-1.8, -1.0, -1.9], [0.5, -0.9, -3.2], [0.5, 2.4, 1.5], [-2.3, 2.0, 2.1], [2.6, -1.8, -0.2], [-1.5, -1.7, -0.3], [1.0, -0.4, -2.6], [-1.6, 0.0, -0.8], [0.5, -0.1, -0.2], [0.4, -0.8, -0.9], [-1.3, -2.2, 0.3], [2.5, 0.3, 0.5], [1.5, 0.5, -1.1], [1.9, 0.3, 0.7], [0.5, -0.6, -0.7], [-0.6, -0.7, -0.3], [0.6, -2.7, 0.2], [0.0, 1.0, 0.6], [0.9, 0.3, 0.7], [-0.7, -0.6, -0.4], [-0.8, 0.6, 0.2]]}

***

# 6
{"formula": "C4H7ClOS", "method": "wB97M-V/def2-TZVPD", "e_above_lowest_kj_mol": 120.9, "homo_lumo_gap_ev": 9.490, "e_tot_ev": -29665.30607, "total_charge": 0, "elements": ["Cl", "S", "O", "C", "C", "C", "C", "H", "H", "H", "H", "H", "H", "H"], "positions_angstrom": [[2.20790, -0.46972, -0.30851], [-2.05310, -0.74760, 0.08562], [-0.99502, 1.76110, -0.37520], [0.60277, 0.02870, 0.21567], [-0.49783, -0.58717, -0.57978], [-0.06762, 0.83646, -0.78734], [0.58306, 0.37422, 1.70788], [-0.39633, 0.69377, 2.10829], [-0.15622, -1.21242, -1.37810], [0.95473, -0.42790, 2.33077], [-2.04327, -1.98359, 0.34337], [-0.53331, 2.56471, -0.04840], [0.45134, 1.06173, -1.74395], [1.27616, 1.24845, 1.92594]], "atomic_forces_ev_per_a": [[0.5, -0.3, 0.0], [-2.3, 2.0, 0.2], [0.0, 1.6, 0.5], [1.4, 0.0, 1.8], [1.3, 0.3, -0.6], [-0.1, 0.7, -1.7], [0.2, 1.4, 0.1], [0.3, -0.4, -0.6], [-0.1, -0.6, -0.2], [0.0, -0.4, -0.1], [0.2, -2.5, 0.5], [-0.5, -0.8, -0.3], [-0.3, -0.1, 0.8], [-0.7, -1.0, -0.6]]}

***

# 7
{"formula": "C2H5N3S3", "method": "wB97M-V/def2-TZVPD", "e_above_lowest_kj_mol": 194.0, "homo_lumo_gap_ev": 8.679, "e_tot_ev": -39129.15000, "total_charge": 0, "elements": ["S", "S", "S", "N", "N", "N", "C", "C", "H", "H", "H", "H", "H"], "positions_angstrom": [[0.43107, -0.95412, 0.71135], [3.12411, -0.58955, -0.48331], [-3.49751, -0.02375, -0.50081], [1.38411, 1.38003, -0.21885], [-2.12997, -0.44885, 0.44161], [0.46318, 2.13030, 0.50952], [-0.99899, -0.38084, -0.12893], [1.68536, 0.05853, -0.05214], [-0.84269, -0.06141, -1.16857], [-0.47237, 2.02167, 0.13342], [0.46616, 1.84326, 1.45576], [-4.35015, -0.17257, 0.51816], [2.13675, 1.95129, -0.61395]], "atomic_forces_ev_per_a": [[0.3, 0.0, 0.1], [-0.1, 0.0, 0.0], [0.3, -0.1, 0.2], [0.7, -0.1, -0.4], [0.2, 0.1, -0.3], [-0.3, 0.3, -0.9], [-0.5, 0.1, -0.1], [-0.2, 0.4, 0.0], [0.0, 0.0, 0.1], [0.1, 0.0, 0.0], [0.0, -0.3, 1.1], [-0.1, 0.0, 0.0], [-0.4, -0.5, 0.2]]}

***

> Number 3 is which compound?

C5H6O2